57
Properties=species:S:1:pos:R:3 method="wB97M-V/def2-TZVPD" charge=+1 homo_lumo_gap_ev=6.037 e_above_lowest_kcal_mol=0.0 homo_energy_ev=-10.278 lumo_ev=-4.2409 largest_force_ev_per_a=1.81
C 5.359 -0.858 0.095
N 4.002 -1.363 0.051
C 2.890 -0.660 -0.306
C 1.744 -1.479 -0.158
C 0.427 -1.070 -0.418
C -0.657 -1.966 -0.500
C -0.690 -3.318 -0.946
N -1.926 -3.846 -0.695
C -2.350 -5.210 -0.944
C -2.742 -2.885 -0.090
C -1.989 -1.692 0.032
C -2.462 -0.659 0.839
C -3.707 -0.822 1.469
C -4.438 -2.019 1.335
C -3.948 -3.083 0.565
C 2.241 -2.776 0.362
C 3.651 -2.657 0.437
C 4.509 -3.621 0.949
C 3.923 -4.820 1.387
C 2.528 -4.983 1.325
C 1.688 -3.947 0.875
H 6.004 -1.651 0.479
H 5.713 -0.568 -0.902
H 5.437 0.012 0.760
H 2.943 0.372 -0.633
H 0.222 -0.003 -0.564
H 0.116 -3.900 -1.381
H -3.363 -5.313 -0.549
H -2.362 -5.435 -2.018
H -1.695 -5.939 -0.448
H -1.838 0.235 0.966
H -4.115 -0.013 2.074
H -5.402 -2.130 1.839
H -4.458 -4.039 0.463
H 5.577 -3.425 0.994
H 4.566 -5.610 1.781
H 2.096 -5.936 1.645
H 0.603 -4.061 0.927
C -0.799 7.383 -1.373
N -1.174 6.343 -0.441
C -1.924 6.896 0.664
C -0.905 5.007 -0.656
C -0.376 4.177 0.394
Br 0.255 4.976 2.016
C -0.149 2.821 0.142
N -0.435 2.230 -1.030
C -0.863 3.012 -2.029
C -1.053 4.395 -1.918
H -0.221 6.988 -2.211
H -1.702 7.889 -1.748
H -0.201 8.145 -0.847
H -2.391 6.137 1.293
H -1.292 7.551 1.280
H -2.715 7.541 0.247
H 0.270 2.174 0.907
H -1.060 2.513 -2.984
H -1.360 4.961 -2.806



70
Properties=species:S:1:pos:R:3 method="wB97M-V/def2-TZVPD" homo_lumo_gap_ev=8.706 e_above_lowest_kcal_mol=371.0 homo_energy_ev=-9.020 lumo_ev=-0.3144 largest_force_ev_per_a=9.34
C -3.843 1.468 0.488
C -3.033 1.861 1.596
N -2.493 2.255 2.562
H -4.260 0.465 0.577
H -3.279 1.516 -0.443
H -4.658 2.191 0.509
C 1.312 -4.467 0.519
C 0.292 -3.454 0.043
N -0.519 -2.640 -0.241
H 1.165 -5.490 0.174
H 1.329 -4.407 1.607
H 2.198 -4.025 0.063
C -0.268 2.590 1.634
C -0.178 3.720 0.743
N -0.044 4.596 -0.009
H 0.742 2.309 1.932
H -0.727 1.768 1.084
H -0.841 2.791 2.538
C -2.840 -3.344 -1.122
C -2.419 -2.100 -0.407
N -2.187 -1.111 0.161
H -1.941 -3.780 -1.557
H -3.438 -3.015 -1.972
H -3.303 -4.098 -0.486
C -1.653 -0.452 3.311
C -3.093 -0.502 2.937
N -4.212 -0.549 2.646
H -1.220 -0.967 2.453
H -1.453 -0.940 4.265
H -1.191 0.533 3.377
Cl -3.058 -1.927 -6.318
C -1.686 -1.146 -5.523
C -1.829 -1.286 -4.030
Cl -0.533 -0.524 -3.040
H -1.599 -0.096 -5.804
H -0.741 -1.604 -5.816
H -1.882 -2.317 -3.679
H -2.803 -0.853 -3.802
Cl 3.412 6.261 -1.800
C 2.011 5.165 -1.588
C 2.360 3.673 -1.139
Cl 3.021 3.739 0.620
H 1.417 5.198 -2.501
H 1.292 5.555 -0.868
H 3.010 3.127 -1.823
H 1.404 3.151 -1.111
Cl -0.004 -2.502 2.967
C 1.701 -2.306 3.386
C 2.201 -0.847 3.425
Cl 1.230 0.127 4.608
H 2.330 -2.952 2.774
H 1.823 -2.586 4.433
H 2.232 -0.405 2.429
H 3.230 -0.860 3.783
Cl 4.077 2.072 -1.837
C 3.028 0.687 -1.352
C 3.565 -0.342 -0.301
Cl 3.330 0.373 1.222
H 2.931 0.061 -2.239
H 1.998 1.004 -1.191
H 4.613 -0.623 -0.404
H 3.011 -1.272 -0.433
Cl -1.688 1.153 -0.696
C 0.043 0.751 -0.828
C 0.417 -0.398 0.185
Cl 0.465 0.105 1.822
H 0.622 1.674 -0.803
H 0.095 0.298 -1.818
H 1.368 -0.891 -0.015
H -0.358 -1.163 0.127



12
Properties=species:S:1:pos:R:3 method="wB97M-V/def2-TZVPD" homo_lumo_gap_ev=7.881 e_above_lowest_kcal_mol=150.2 homo_energy_ev=-7.784 lumo_ev=0.0972 largest_force_ev_per_a=4.42
C -1.502 0.202 -0.270
C 2.372 0.085 -0.065
C -2.842 -0.042 0.260
N 1.332 0.534 -0.479
N 0.679 1.534 -0.947
N 3.146 -1.010 0.323
S -0.983 1.685 -0.508
H -3.289 -0.660 -0.493
H -2.697 -0.652 1.029
H -3.474 0.838 0.442
H 3.807 -0.800 1.064
H 3.450 -1.712 -0.355



111
Properties=species:S:1:pos:R:3 method="wB97M-V/def2-TZVPD" charge=-1 homo_lumo_gap_ev=4.938 e_above_lowest_kcal_mol=164.2 homo_energy_ev=-3.082 lumo_ev=1.8562 largest_force_ev_per_a=3.53
C -1.059 7.731 3.243
C -1.278 6.504 4.022
C -1.492 6.772 5.509
O -2.255 5.732 3.366
H -1.988 8.058 2.775
H -0.377 7.532 2.416
H -0.646 8.543 3.840
H -0.302 6.019 4.001
H -1.436 5.831 6.056
H -2.510 7.152 5.595
H -0.758 7.478 5.898
C 5.236 6.768 3.988
S 6.736 6.343 2.919
O 7.346 5.119 3.592
C 5.716 5.705 1.490
H 4.533 5.980 4.256
H 4.757 7.632 3.528
H 5.663 7.192 4.897
H 5.097 6.451 0.992
H 4.994 4.956 1.815
H 6.426 5.260 0.793
N -6.625 0.718 0.932
C -7.886 0.447 1.446
C -8.272 -0.894 1.166
C -7.314 -1.339 0.214
C -6.295 -0.359 0.150
H -6.088 1.566 1.041
H -8.386 1.245 1.974
H -9.171 -1.331 1.575
H -7.380 -2.301 -0.272
H -5.311 -0.314 -0.292
N -3.616 6.450 -3.031
C -4.557 5.816 -3.827
C -4.395 6.305 -5.133
C -3.394 7.257 -5.106
C -2.873 7.312 -3.804
H -3.478 6.218 -2.058
H -5.171 5.030 -3.412
H -4.936 6.058 -6.034
H -2.990 7.824 -5.932
H -2.089 7.866 -3.309
N -8.083 7.127 4.269
C -8.485 6.916 5.549
C -9.634 7.648 5.771
C -10.141 8.157 4.539
C -9.093 7.825 3.612
H -7.251 6.826 3.782
H -7.912 6.453 6.339
H -10.184 7.669 6.700
H -11.061 8.698 4.370
H -8.979 7.998 2.552
N 0.886 1.219 0.063
C 1.396 0.093 0.580
C 2.333 -0.424 -0.298
C 2.216 0.378 -1.509
C 1.370 1.447 -1.202
H 0.308 1.817 0.637
H 1.038 -0.261 1.535
H 2.944 -1.309 -0.193
H 2.713 0.164 -2.443
H 1.031 2.326 -1.730
N -2.266 -0.033 6.359
C -1.410 -0.263 7.383
C -1.759 -1.523 7.884
C -2.831 -2.014 7.112
C -3.216 -1.015 6.286
H -2.291 0.827 5.831
H -0.679 0.475 7.680
H -1.299 -1.979 8.749
H -3.253 -3.008 7.157
H -3.950 -0.970 5.495
N 3.115 13.414 -0.967
C 3.350 14.782 -0.701
C 3.968 14.825 0.500
C 4.247 13.539 0.973
C 3.709 12.662 0.026
H 2.718 13.036 -1.816
H 2.828 15.473 -1.346
H 4.123 15.718 1.086
H 4.841 13.363 1.858
H 3.547 11.598 0.110
N -4.674 3.574 11.324
C -5.193 2.410 11.715
C -5.695 2.559 12.942
C -5.576 3.859 13.318
C -4.769 4.437 12.383
H -4.190 3.790 10.465
H -5.230 1.617 10.982
H -6.180 1.820 13.563
H -6.069 4.251 14.195
H -4.264 5.389 12.312
N -4.192 15.526 -1.184
C -3.836 14.220 -1.522
C -3.598 14.199 -2.911
C -3.939 15.460 -3.413
C -4.326 16.237 -2.368
H -4.167 15.942 -0.264
H -3.627 13.510 -0.736
H -3.179 13.311 -3.360
H -4.031 15.657 -4.471
H -4.577 17.281 -2.258
N -4.980 11.396 11.844
C -4.380 10.745 10.770
C -3.044 11.083 10.726
C -2.791 11.916 11.777
C -3.974 12.152 12.427
H -5.913 11.268 12.208
H -4.980 10.118 10.128
H -2.214 10.727 10.134
H -1.841 12.320 12.093
H -4.252 12.767 13.270



38
Properties=species:S:1:pos:R:3 method="wB97M-V/def2-TZVPD" charge=-1 homo_lumo_gap_ev="2.981 / 5.892" e_above_lowest_kcal_mol=0.0 s_squared=2.01 spin_multiplicity=3 homo_energy_ev="-0.491 / -3.773" lumo_ev="2.4893 / 2.1195" largest_force_ev_per_a=1.66
C -0.459 0.043 -4.287
C -0.661 -1.054 -5.173
C -0.135 -2.227 -4.553
C 0.389 -1.870 -3.286
C 0.176 -0.454 -3.086
Pt -0.565 0.758 -0.781
P -0.534 2.710 -1.907
H -0.715 1.097 -4.436
H -1.095 -1.024 -6.159
H -0.100 -3.213 -4.989
H 0.689 0.146 -2.259
H 0.837 -2.502 -2.511
H -1.597 3.638 -1.664
H -0.524 2.863 -3.340
H 0.690 3.385 -1.580
C 2.015 0.656 2.252
N 0.769 1.199 2.865
C 0.947 2.634 3.214
C -0.472 0.993 2.025
C -0.652 -0.455 1.772
C -0.929 -1.353 2.811
C -1.049 -2.706 2.482
C -0.848 -3.162 1.173
C -0.608 -2.239 0.141
C -0.584 -0.890 0.463
H 2.176 1.160 1.293
H 1.912 -0.420 2.082
H 2.829 0.876 2.958
H 0.592 0.658 3.732
H 1.238 3.173 2.303
H -0.003 3.013 3.602
H 1.726 2.685 3.978
H -1.281 1.397 2.633
H -0.391 1.629 1.102
H -1.040 -0.982 3.837
H -1.330 -3.409 3.258
H -0.923 -4.226 0.929
H -0.489 -2.525 -0.897